Density functional theory data (wB97M-V/def2-TZVPD) for a 2-piece molecular cluster, C9H6BCl4F3NO2 overall at a distorted geometry.

Each line ends with the Mulliken charge.
CARTESIAN COORDINATES (ANGSTROEM)
Cl1 3.296 2.034 0.708  -0.33
B1 2.761 0.267 0.903  0.80
Cl2 2.878 -0.673 -0.716  -0.34
Cl3 3.733 -0.625 2.221  -0.29
O1 1.301 0.326 1.284  -0.59
C1 0.486 -0.593 1.613  -0.34
C2 -0.922 -0.371 1.296  0.12
C3 -1.854 -1.426 1.201  -0.21
C4 -3.221 -1.146 1.052  -0.60
C5 -3.656 0.191 1.015  0.44
Cl4 -5.340 0.507 1.002  -0.22
C6 -2.731 1.243 1.098  -0.70
C7 -1.371 0.953 1.219  -0.39
H1 0.886 -1.554 1.910  0.61
H2 -1.469 -2.439 1.209  0.44
H3 -3.942 -1.964 0.953  0.37
H4 -3.100 2.250 1.053  0.41
H5 -0.677 1.769 1.250  0.48
H6 -0.343 -1.315 3.397  0.23
N1 0.589 -1.193 3.817  -0.65
C8 0.502 -0.272 4.784  0.48
C9 1.354 -0.763 6.021  0.74
F1 0.625 -1.703 6.740  -0.29
F2 2.528 -1.347 5.676  -0.23
F3 1.649 0.243 6.895  -0.27
O2 -0.121 0.799 4.816  -0.67

Forces on atoms 1 to 3 (eV/Å):
-0.13 -0.36 0.02
0.30 -0.34 0.42
-0.12 0.17 0.21

Gap between HOMO and LUMO, eV: 7.39
Total charge: -1
Electronic energy, eV: -73939.5869